No. 1
Entry from OMol25: a 19-piece molecular cluster, C16H70O27 overall in a non-equilibrium geometry (wB97M-V/def2-TZVPD).

Calculated values
F_max = 5.30 eV Å⁻¹
HOMO energy = -9.64 eV
frontier orbital gap = 9.2 eV
ΔE to the lowest compared entry with this formula, charge and spin = 3.7759 eV
energy = -2682.8492 Ha
multiplicity = 1

Atoms and positions in Å:
1 O 0.301 -2.936 2.370
2 H 0.939 -2.435 1.855
3 H -0.426 -2.305 2.467
4 O 0.775 1.643 4.328
5 H 1.336 1.921 5.076
6 H -0.014 2.152 4.032
7 O 0.335 4.237 -0.139
8 H 1.269 4.228 -0.252
9 H -0.126 3.827 -0.878
10 O -0.672 3.443 2.506
11 H -0.749 3.681 1.583
12 H -1.103 4.102 3.030
13 O -3.161 3.301 0.374
14 H -2.621 4.064 0.666
15 H -3.266 2.704 1.113
16 O -1.584 3.043 -1.763
17 H -2.248 3.175 -1.098
18 H -1.678 2.120 -1.891
19 O 2.728 -0.363 4.318
20 H 1.988 0.083 4.050
21 H 3.410 0.322 4.317
22 O 0.301 -1.906 4.782
23 H 1.052 -1.607 5.321
24 H 0.749 -2.336 4.044
25 O -3.744 2.106 2.686
26 H -4.559 1.601 2.471
27 H -3.262 1.396 3.057
28 O 2.915 2.858 2.937
29 H 2.844 3.583 3.530
30 H 1.976 2.692 2.726
31 O -1.707 0.536 3.875
32 H -1.684 -0.426 3.731
33 H -0.873 0.696 4.315
34 C 0.560 4.386 -4.068
35 C 1.456 3.373 -3.484
36 O 2.814 3.909 -3.348
37 O -0.773 3.852 -4.185
38 H 0.874 4.745 -5.054
39 H 0.579 5.209 -3.372
40 H 1.448 2.503 -4.085
41 H 1.162 3.016 -2.475
42 H 3.395 3.470 -3.948
43 H -1.099 3.744 -3.280
44 C -2.638 0.917 -3.673
45 C -2.079 0.606 -5.073
46 O -1.389 -0.606 -4.967
47 O -1.611 0.421 -2.811
48 H -3.572 0.319 -3.564
49 H -3.038 1.893 -3.483
50 H -1.506 1.437 -5.399
51 H -2.893 0.513 -5.764
52 H -0.439 -0.424 -4.799
53 H -1.558 -0.539 -2.990
54 C 2.344 -4.378 0.639
55 C 1.674 -5.602 1.174
56 O 2.535 -6.578 1.576
57 O 2.982 -4.746 -0.592
58 H 3.020 -3.948 1.370
59 H 1.643 -3.587 0.300
60 H 1.049 -5.901 0.345
61 H 0.966 -5.270 1.975
62 H 3.435 -6.140 1.546
63 H 2.722 -4.098 -1.302
64 C -1.807 -3.388 0.333
65 C -3.220 -3.839 -0.155
66 O -4.139 -3.498 0.839
67 O -0.882 -3.979 -0.523
68 H -1.498 -3.841 1.256
69 H -1.619 -2.311 0.442
70 H -3.324 -4.869 -0.390
71 H -3.481 -3.356 -1.077
72 H -3.889 -3.960 1.603
73 H -0.856 -4.843 -0.258
74 C 2.443 -1.137 -2.247
75 C 1.228 -2.127 -2.386
76 O 1.719 -3.429 -2.489
77 O 2.110 0.205 -2.352
78 H 3.254 -1.270 -2.991
79 H 2.901 -1.474 -1.330
80 H 0.632 -1.823 -3.260
81 H 0.536 -1.985 -1.545
82 H 0.986 -4.030 -2.347
83 H 2.795 0.771 -2.069
84 C -0.119 0.498 0.016
85 C 0.645 0.037 1.248
86 O 1.531 -1.046 1.028
87 O -1.214 1.173 0.490
88 H -0.475 -0.359 -0.535
89 H 0.586 0.926 -0.686
90 H -0.063 -0.477 1.885
91 H 1.187 0.819 1.754
92 H 2.233 -0.673 0.520
93 H -0.922 1.737 1.212
94 C -5.551 -0.146 -0.621
95 C -4.081 0.140 -0.690
96 O -3.675 -0.115 0.630
97 O -6.206 0.340 -1.753
98 H -6.082 0.279 0.202
99 H -5.554 -1.197 -0.729
100 H -3.821 1.190 -0.912
101 H -3.607 -0.451 -1.473
102 H -2.756 0.067 0.677
103 H -7.118 0.324 -1.741
104 C 4.523 0.298 1.354
105 C 5.860 0.981 1.492
106 O 5.636 2.367 1.545
107 O 3.956 0.730 0.141
108 H 3.872 0.468 2.066
109 H 4.492 -0.812 1.322
110 H 6.436 0.664 0.688
111 H 6.419 0.733 2.380
112 H 5.030 2.558 2.316
113 H 3.445 1.435 0.372

Atom charges from the Löwdin analysis, given in e for atoms 1 to 8: -0.06, 0.00, 0.04, -0.08, 0.09, 0.05, -0.03, 0.03

---

No. 2
Entry from OMol25: an isolated ion of composition C4H7IN and charge +1 in a non-equilibrium geometry (wB97M-V/def2-TZVPD).

Calculated values
F_max = 4.69 eV Å⁻¹
HOMO energy = -13.99 eV
frontier orbital gap = 9.7 eV
charge = +1
SMILES = I[C@]12CC[N@H+]1C2
ΔE to the lowest compared entry with this formula, charge and spin = 3.3368 eV
energy = -508.6812 Ha
multiplicity = 1

Atoms and positions in Å:
1 I 2.993 -0.074 -0.021
2 C 0.810 0.018 0.241
3 C 0.116 -1.284 0.281
4 C -1.162 -0.397 -0.717
5 N -0.232 0.726 -0.623
6 C 0.037 1.177 0.727
7 H -0.245 -1.631 1.245
8 H 0.634 -2.089 -0.188
9 H -1.216 -0.671 -1.731
10 H -2.018 -0.228 -0.105
11 H 0.043 1.286 -1.467
12 H -0.483 1.091 1.770
13 H 0.723 2.076 0.587

Atom charges from the Löwdin analysis, given in e for atoms 1 to 8: 0.91, -0.78, -0.05, 0.06, -0.05, -0.07, 0.11, 0.08